[1]
Computed, not measured: 2 unconnected molecules or ions with the total composition C2H3N2O2, with ωB97M-V/def2-TZVPD.

Properties
net charge: -1
total energy: -9194.3100 eV
E_HOMO: -3.84 eV
multiplicity: 1
frontier orbital gap: 8.00 eV

The geometry in XYZ format:
```
9
Properties=species:S:1:pos:R:3:lowdin_charge:R:1
H -1.210 -1.674 0.379 0.145
H -0.198 -0.224 -0.936 0.074
O 0.895 2.193 -0.407 -0.015
N -0.011 0.355 1.085 -0.054
C 0.094 1.573 0.257 -0.742
O 1.025 -1.368 -0.202 -0.112
N -1.069 1.429 0.760 0.079
H 0.627 -1.705 -0.993 0.035
C -0.152 -0.578 0.059 -0.408
```

[2]
Computed, not measured: a gas-phase ion, C2H3N2O2 (charge -1), with ωB97M-V/def2-TZVPD.

Properties
net charge: -1
total energy: -9195.4504 eV
E_HOMO: -3.21 eV
multiplicity: 1
frontier orbital gap: 7.27 eV
structure (SMILES): O=C([O-])N1CN1

The geometry in XYZ format:
```
9
Properties=species:S:1:pos:R:3:lowdin_charge:R:1
O -1.487 -1.365 -0.195 -0.025
N 0.771 0.854 -0.607 0.023
C -1.390 -0.178 0.044 -0.558
H 1.777 -0.466 0.834 0.093
C 0.991 -0.373 0.087 -0.242
O -2.658 0.774 0.124 -0.405
H 0.813 -1.276 -0.496 0.094
N -0.147 0.409 0.427 -0.063
H 1.330 1.621 -0.219 0.083
```